# C2HN3O2

A molecular structure, C2HN3O2 at a distorted geometry (wB97M-V/def2-TZVPD, OMol25).

Cartesian coordinates (Å):
C1 1.732 -0.289 -0.604
C2 -2.158 -0.206 0.690
N1 -1.113 0.149 0.241
N2 -0.296 1.186 0.391
N3 0.843 1.220 0.076
O1 -3.102 -0.831 0.861
O2 2.016 -1.322 -0.097
H1 2.077 0.093 -1.557

Its multiplicity is 1. As for the largest force on an atom: 4.447 eV/A. For the gap between HOMO and LUMO, the calculation gives 0.328 hartree. The LUMO energy is 0.13 eV. The value obtained for the energy above the lowest of the compared OMol25 structures with the same formula, charge and spin is 113.7 kcal/mol.

=====

# H16O8

8 unconnected molecules or ions with the total composition H16O8 (wB97M-V/def2-TZVPD, OMol25).

Cartesian coordinates (Å):
H1 0.212 0.132 0.059
H2 -0.982 0.526 -0.794
H3 0.015 -2.775 3.171
H4 0.577 -1.568 2.438
H5 -4.560 -3.124 -1.769
H6 -4.321 -2.096 -2.862
H7 -3.642 1.868 -0.505
H8 -2.197 2.286 -0.724
H9 2.752 -2.903 0.426
H10 3.938 -1.961 0.556
H11 2.851 3.189 -0.337
H12 4.259 3.677 -0.638
H13 -1.514 1.624 1.747
H14 -2.345 1.962 2.975
H15 2.388 -0.221 -1.544
H16 3.582 -0.891 -2.204
O1 -0.611 -0.215 -0.302
O2 -0.236 -2.070 2.563
O3 -4.391 -2.185 -1.905
O4 -3.054 2.631 -0.451
O5 3.139 -2.245 1.015
O6 3.705 2.889 -0.671
O7 -2.198 2.228 2.060
O8 2.632 -0.759 -2.305

Its multiplicity is 1. As for the largest force on an atom: 0.625 eV/A. For the gap between HOMO and LUMO, the calculation gives 0.394 hartree. The LUMO energy is -0.03 eV. As for the SMILES: O.O.O.O.O.O.O.O. The value obtained for the energy above the lowest of the compared OMol25 structures with the same formula, charge and spin is 73.9 kcal/mol.

=====

# C6H14N2

C6H14N2 in the gas phase at a distorted geometry (wB97M-V/def2-TZVPD, OMol25).

Cartesian coordinates (Å):
C1 0.457 1.647 -1.566
C2 -0.055 0.187 -1.521
C3 -0.652 -0.290 -0.232
C4 -1.532 -1.287 -0.240
N1 -2.177 -1.809 0.906
C5 -0.161 0.271 1.103
C6 0.738 -0.709 1.872
N2 1.811 1.795 -1.006
H1 0.641 1.895 -2.606
H2 -0.299 2.276 -1.086
H3 -0.755 0.001 -2.328
H4 0.834 -0.354 -1.856
H5 -1.976 -1.661 -1.158
H6 -1.897 -1.336 1.765
H7 -1.975 -2.786 1.061
H8 0.407 1.175 0.930
H9 -1.032 0.645 1.645
H10 0.237 -1.247 2.678
H11 1.522 -0.164 2.385
H12 1.284 -1.376 1.197
H13 2.076 1.209 -0.221
H14 2.503 1.917 -1.719

Its multiplicity is 1. As for the largest force on an atom: 1.234 eV/A. For the gap between HOMO and LUMO, the calculation gives 0.334 hartree. The LUMO energy is 1.00 eV. As for the SMILES: CC/C(=C\N)CCN. The value obtained for the energy above the lowest of the compared OMol25 structures with the same formula, charge and spin is 28.6 kcal/mol.

=====

# C31H35AuI2N4O

A molecular structure, C31H35AuI2N4O (wB97M-V/def2-TZVPD, OMol25).

Cartesian coordinates (Å):
Au1 0.071 0.956 0.114
I1 1.575 -5.278 2.866
C1 0.544 -3.874 1.785
C2 0.408 -4.026 0.397
C3 -0.299 -3.101 -0.324
I2 -0.497 -3.276 -2.370
C4 -0.931 -1.960 0.326
O1 -1.606 -1.123 -0.295
C5 -0.717 -1.820 1.764
C6 -1.299 -0.611 2.429
N1 -0.407 0.578 2.290
C7 -1.051 1.803 2.794
C8 -2.003 2.370 1.771
C9 -3.135 3.070 2.141
C10 -3.911 3.667 1.159
C11 -3.523 3.555 -0.166
C12 -2.390 2.825 -0.464
N2 -1.654 2.231 0.482
C13 -0.016 -2.761 2.455
H1 0.861 -4.875 -0.097
H2 -2.249 -0.355 1.961
H3 -1.470 -0.801 3.491
H4 0.440 0.407 2.822
H5 -1.577 1.612 3.733
H6 -0.271 2.540 2.991
H7 -3.400 3.152 3.186
H8 -4.802 4.218 1.429
H9 -4.086 4.021 -0.962
H10 -2.046 2.723 -1.483
H11 0.110 -2.675 3.528
C14 2.338 -0.734 -6.498
C15 0.879 -0.418 -6.173
C16 0.027 -1.672 -6.428
C17 0.402 0.728 -7.078
C18 0.693 -0.012 -4.719
C19 -0.564 0.366 -4.244
C20 -0.730 0.699 -2.920
N3 0.285 0.702 -2.051
C21 1.495 0.307 -2.468
C22 1.725 -0.045 -3.786
C23 2.534 0.183 -1.413
C24 3.870 -0.020 -1.689
C25 4.802 -0.186 -0.662
C26 4.308 -0.136 0.638
C27 2.964 0.088 0.852
N4 2.091 0.246 -0.144
C28 6.270 -0.405 -0.994
C29 6.394 -1.684 -1.837
C30 6.776 0.801 -1.801
C31 7.121 -0.553 0.266
H12 2.418 -0.999 -7.552
H13 2.713 -1.582 -5.922
H14 2.989 0.127 -6.329
H15 0.133 -1.978 -7.469
H16 -1.032 -1.494 -6.240
H17 0.357 -2.504 -5.802
H18 0.532 0.443 -8.121
H19 0.980 1.637 -6.901
H20 -0.653 0.957 -6.928
H21 -1.425 0.388 -4.896
H22 -1.709 0.939 -2.529
H23 2.707 -0.379 -4.081
H24 4.198 -0.040 -2.718
H25 4.958 -0.258 1.492
H26 2.569 0.143 1.858
H27 5.850 -1.607 -2.780
H28 6.022 -2.554 -1.295
H29 7.443 -1.858 -2.076
H30 6.241 0.918 -2.745
H31 7.831 0.658 -2.038
H32 6.680 1.728 -1.234
H33 6.820 -1.415 0.865
H34 7.086 0.341 0.892
H35 8.161 -0.705 -0.023

As for the total charge: +2. Its multiplicity is 3. As for the largest force on an atom: 0.161 eV/A. For the gap between HOMO and LUMO (alpha / beta), the calculation gives 0.279 / 0.240 hartree. The LUMO energy (alpha / beta) is -5.69 / -7.48 eV. The value obtained for the energy above the lowest of the compared OMol25 structures with the same formula, charge and spin is 0.0 kcal/mol.

=====

# C40H50N10

A molecular structure, C40H50N10 at a distorted geometry (wB97M-V/def2-TZVPD, OMol25).

Cartesian coordinates (Å):
N1 -0.239 -4.148 0.742
C1 -0.986 -4.520 -0.368
C2 -2.133 -3.761 -0.367
C3 -2.030 -2.754 0.633
C4 -0.857 -3.012 1.326
H1 0.581 -4.625 1.086
H2 -0.681 -5.413 -0.894
H3 -2.959 -3.955 -1.036
H4 -2.786 -2.006 0.822
H5 -0.501 -2.552 2.236
N2 0.548 3.173 -0.083
C5 1.817 2.768 0.350
C6 2.212 1.740 -0.479
C7 1.282 1.561 -1.492
C8 0.218 2.454 -1.214
H6 -0.090 3.691 0.504
H7 2.238 3.139 1.272
H8 3.041 1.059 -0.351
H9 1.260 0.748 -2.203
H10 -0.737 2.607 -1.695
N3 1.936 -0.723 -1.196
C9 3.182 -0.192 -1.210
C10 3.493 0.042 -2.535
C11 2.470 -0.392 -3.411
C12 1.556 -0.922 -2.508
H11 1.356 -0.918 -0.392
H12 3.655 0.121 -0.291
H13 4.368 0.578 -2.872
H14 2.421 -0.363 -4.490
H15 0.631 -1.448 -2.694
N4 0.913 -1.241 0.842
C13 0.999 -2.456 0.230
C14 2.292 -2.797 -0.010
C15 3.027 -1.812 0.664
C16 2.158 -0.934 1.301
H16 0.003 -0.814 0.934
H17 0.051 -2.893 -0.048
H18 2.648 -3.612 -0.622
H19 4.101 -1.698 0.646
H20 2.357 0.008 1.790
N5 2.859 2.651 3.266
C17 1.827 2.114 2.559
C18 1.462 0.926 3.162
C19 2.480 0.592 4.040
C20 3.320 1.659 4.116
H21 3.101 3.632 3.274
H22 1.301 2.691 1.812
H23 0.650 0.334 2.765
H24 2.547 -0.338 4.585
H25 4.113 1.870 4.818
N6 -0.956 -2.892 -1.529
C21 -1.701 -1.849 -2.129
C22 -1.066 -1.498 -3.324
C23 0.111 -2.257 -3.420
C24 0.052 -3.198 -2.374
H26 -1.158 -3.392 -0.675
H27 -2.528 -1.437 -1.570
H28 -1.373 -0.703 -3.987
H29 0.803 -2.335 -4.245
H30 0.717 -4.043 -2.281
N7 -1.902 3.318 0.468
C25 -1.138 4.403 0.802
C26 -0.376 4.044 1.903
C27 -0.421 2.654 2.056
C28 -1.319 2.229 1.033
H31 -2.540 3.280 -0.314
H32 -1.251 5.372 0.337
H33 0.237 4.688 2.516
H34 -0.085 2.038 2.876
H35 -1.574 1.213 0.771
N8 0.220 1.784 -3.814
C29 -0.496 0.783 -3.255
C30 -1.782 0.907 -3.765
C31 -1.843 1.894 -4.697
C32 -0.628 2.492 -4.682
H36 1.182 2.005 -3.598
H37 -0.085 0.101 -2.525
H38 -2.624 0.274 -3.527
H39 -2.731 2.180 -5.240
H40 -0.224 3.393 -5.118
N9 -4.627 -0.748 3.625
C33 -3.471 -1.260 4.157
C34 -2.386 -0.748 3.430
C35 -2.927 -0.087 2.308
C36 -4.345 -0.127 2.412
H41 -5.524 -0.804 4.084
H42 -3.559 -1.838 5.066
H43 -1.336 -0.852 3.659
H44 -2.386 0.480 1.565
H45 -5.098 0.420 1.864
N10 0.300 0.766 -0.086
C37 -0.349 -0.240 -0.761
C38 -1.181 -0.904 0.143
C39 -0.954 -0.314 1.416
C40 0.015 0.644 1.256
H46 0.891 1.458 -0.525
H47 -0.243 -0.252 -1.836
H48 -1.838 -1.735 -0.069
H49 -1.356 -0.598 2.378
H50 0.375 1.431 1.902

Its multiplicity is 1. As for the largest force on an atom: 16.162 eV/A. For the gap between HOMO and LUMO, the calculation gives 0.233 hartree. The LUMO energy is 0.46 eV. The value obtained for the energy above the lowest of the compared OMol25 structures with the same formula, charge and spin is 1529.8 kcal/mol.

=====

# C34H71F3N2O22S6Si

7 unconnected molecules or ions with the total composition C34H71F3N2O22S6Si at a distorted geometry (wB97M-V/def2-TZVPD, OMol25).

Cartesian coordinates (Å):
C1 2.119 2.195 2.084
C2 2.967 1.544 3.261
C3 4.165 0.644 2.724
O1 4.246 -0.618 3.421
C4 4.736 -1.661 2.532
Si1 3.275 -2.596 1.686
F1 3.459 -2.273 0.035
C5 1.690 -1.779 2.307
C6 0.363 -2.633 2.160
C7 0.186 -3.387 0.792
N1 0.377 -2.567 -0.418
C8 -0.886 -2.121 -1.060
C9 -1.107 -0.595 -0.690
C10 -0.437 0.447 -1.464
C11 -0.646 1.855 -1.044
C12 -1.504 2.104 0.116
C13 -2.205 1.063 0.867
C14 -1.999 -0.324 0.449
O2 -2.610 -1.408 1.080
N2 3.311 -4.371 2.005
C15 3.299 -4.683 3.415
O3 2.369 -5.263 3.874
F2 4.329 -4.384 4.272
C16 4.395 -5.006 1.305
O4 5.287 -4.430 0.784
F3 4.346 -6.386 1.276
H1 2.577 3.131 1.674
H2 1.111 2.498 2.493
H3 1.942 1.436 1.279
H4 3.384 2.410 3.854
H5 2.249 0.964 3.894
H6 4.105 0.536 1.609
H7 5.111 1.205 2.972
H8 5.347 -2.355 3.170
H9 5.416 -1.168 1.786
H10 1.827 -1.510 3.391
H11 1.578 -0.821 1.711
H12 0.406 -3.434 2.962
H13 -0.503 -1.979 2.447
H14 0.862 -4.297 0.747
H15 -0.858 -3.820 0.801
H16 0.918 -1.720 -0.250
H17 -1.776 -2.757 -0.843
H18 -0.691 -2.120 -2.177
H19 0.224 0.205 -2.329
H20 -0.139 2.682 -1.628
H21 -1.638 3.157 0.454
H22 -2.880 1.242 1.756
H23 -2.925 -1.146 1.962
O5 -1.078 -4.130 6.238
S1 -0.917 -5.551 6.126
O6 -1.385 -6.279 4.982
O7 -1.492 -6.249 7.456
C17 -2.833 -5.949 7.855
C18 -3.850 -6.710 7.025
C19 0.783 -5.949 6.385
H24 -3.015 -4.872 7.814
H25 -2.923 -6.251 8.900
H26 -3.853 -6.361 5.991
H27 -4.855 -6.575 7.430
H28 -3.614 -7.776 7.006
H29 1.130 -5.443 7.284
H30 1.342 -5.600 5.516
H31 0.882 -7.029 6.484
O8 -4.798 2.073 2.890
S2 -4.751 2.905 4.058
O9 -4.287 2.408 5.319
O10 -6.188 3.591 4.267
C20 -7.344 2.747 4.320
C21 -7.482 2.068 5.670
C22 -3.859 4.380 3.673
H32 -7.324 2.014 3.509
H33 -8.209 3.390 4.152
H34 -6.682 1.342 5.828
H35 -8.435 1.540 5.738
H36 -7.420 2.798 6.478
H37 -4.245 4.793 2.743
H38 -2.809 4.113 3.559
H39 -3.977 5.087 4.492
O11 2.068 3.865 -2.313
S3 2.207 4.409 -3.633
O12 1.323 4.041 -4.701
O13 3.721 4.210 -4.122
C23 4.281 2.891 -4.086
C24 3.803 2.046 -5.251
C25 2.244 6.171 -3.517
H40 4.065 2.407 -3.131
H41 5.364 3.011 -4.148
H42 2.738 1.826 -5.166
H43 4.343 1.098 -5.284
H44 3.950 2.573 -6.196
H45 2.955 6.457 -2.745
H46 1.243 6.508 -3.251
H47 2.532 6.581 -4.484
O14 -1.288 -12.863 4.009
S4 -1.730 -11.905 4.979
O15 -2.791 -10.984 4.699
O16 -0.459 -11.084 5.518
C26 0.395 -10.445 4.560
C27 -0.208 -9.153 4.043
C28 -2.100 -12.747 6.488
H48 0.633 -11.127 3.740
H49 1.331 -10.224 5.076
H50 -1.094 -9.349 3.438
H51 0.511 -8.613 3.423
H52 -0.517 -8.511 4.867
H53 -1.271 -13.408 6.734
H54 -3.009 -13.326 6.332
H55 -2.257 -12.010 7.273
O17 -3.503 4.937 -9.152
S5 -3.124 6.126 -8.449
O18 -2.042 6.955 -8.899
O19 -2.897 5.769 -6.898
C29 -1.992 4.705 -6.567
C30 -0.549 5.149 -6.669
C31 -4.554 7.140 -8.227
H56 -2.182 3.829 -7.193
H57 -2.209 4.417 -5.537
H58 -0.276 5.351 -7.707
H59 0.121 4.379 -6.288
H60 -0.387 6.072 -6.107
H61 -5.362 6.526 -7.834
H62 -4.828 7.545 -9.200
H63 -4.309 7.949 -7.541
O20 3.738 6.028 -8.746
S6 4.168 7.269 -9.321
O21 5.113 8.118 -8.656
O22 2.875 8.138 -9.710
C32 1.893 8.385 -8.696
C33 2.338 9.481 -7.746
C34 4.735 6.973 -10.967
H64 1.656 7.465 -8.157
H65 0.984 8.703 -9.207
H66 3.190 9.159 -7.145
H67 1.527 9.750 -7.065
H68 2.649 10.369 -8.298
H69 3.993 6.375 -11.492
H70 5.678 6.432 -10.902
H71 4.887 7.929 -11.464

Its multiplicity is 1. As for the largest force on an atom: 3.288 eV/A. For the gap between HOMO and LUMO, the calculation gives 0.293 hartree. The LUMO energy is -0.04 eV. As for the SMILES: CCCOC[Si@](F)(CCCNCc1ccccc1O)N(C(=O)F)C(=O)F.CCOS(C)(=O)=O.CCOS(C)(=O)=O.CCOS(C)(=O)=O.CCOS(C)(=O)=O.CCOS(C)(=O)=O.CCOS(C)(=O)=O.

=====

# C22H49Cl2F3N11O22S

12 unconnected molecules or ions with the total composition C22H49Cl2F3N11O22S at a distorted geometry (wB97M-V/def2-TZVPD, OMol25).

Cartesian coordinates (Å):
C1 -3.172 -1.854 0.016
C2 -3.007 -0.428 -0.360
Cl1 -2.372 -0.159 -1.939
C3 -3.338 0.637 0.371
Cl2 -4.080 0.469 1.917
S1 -3.131 2.285 -0.264
C4 -3.813 3.410 0.974
C5 -3.021 3.612 2.266
C6 -3.769 4.476 3.236
F1 -4.681 5.340 2.719
C7 -3.532 4.434 4.566
F2 -3.069 5.430 5.293
F3 -3.707 3.360 5.309
C8 -1.357 2.743 -0.351
C9 -0.334 1.771 0.211
C10 1.039 2.375 -0.144
C11 -0.409 1.568 1.724
H1 -3.880 -2.344 -0.655
H2 -3.526 -1.978 1.036
H3 -2.213 -2.362 -0.083
H4 -4.845 3.116 1.154
H5 -3.833 4.358 0.431
H6 -2.066 4.109 2.084
H7 -2.810 2.678 2.790
H8 -1.269 3.713 0.142
H9 -1.177 2.907 -1.414
H10 -0.365 0.795 -0.262
H11 1.103 3.390 0.253
H12 1.844 1.768 0.263
H13 1.147 2.466 -1.225
H14 -0.154 2.459 2.296
H15 -1.366 1.143 2.033
H16 0.352 0.829 1.972
C12 0.612 -0.607 -4.387
N1 1.474 0.376 -3.685
O1 1.005 1.481 -3.468
O2 2.582 0.016 -3.362
H17 -0.340 -0.131 -4.593
H18 1.111 -0.899 -5.307
H19 0.493 -1.457 -3.719
C13 1.630 -2.359 1.541
N2 1.140 -2.099 0.162
O3 0.219 -1.314 0.009
O4 1.698 -2.683 -0.740
H20 1.050 -1.758 2.232
H21 1.511 -3.420 1.738
H22 2.681 -2.087 1.567
C14 3.202 3.114 4.635
N3 2.532 2.584 3.415
O5 2.050 3.388 2.640
O6 2.510 1.380 3.265
H23 3.135 4.196 4.614
H24 2.685 2.695 5.494
H25 4.233 2.776 4.608
C15 3.339 -3.367 -6.417
N4 2.686 -2.327 -7.257
O7 2.607 -1.197 -6.799
O8 2.273 -2.664 -8.340
H26 3.647 -2.907 -5.486
H27 2.613 -4.152 -6.252
H28 4.191 -3.744 -6.975
C16 1.411 -5.116 -2.367
N5 1.699 -5.895 -3.601
O9 2.360 -5.348 -4.464
O10 1.258 -7.019 -3.664
H29 1.867 -4.143 -2.466
H30 0.331 -5.041 -2.278
H31 1.836 -5.665 -1.531
C17 -5.578 8.083 2.731
N6 -5.844 9.389 2.067
O11 -5.947 10.372 2.770
O12 -5.953 9.371 0.859
H32 -5.509 8.251 3.799
H33 -6.407 7.425 2.485
H34 -4.645 7.706 2.328
C18 -9.525 9.873 1.912
N7 -9.914 8.499 2.330
O13 -10.991 8.337 2.852
O14 -9.096 7.619 2.119
H35 -10.325 10.560 2.158
H36 -8.614 10.114 2.453
H37 -9.342 9.848 0.842
C19 3.874 -9.460 -2.246
N8 4.694 -8.427 -1.554
O15 4.186 -7.336 -1.350
O16 5.819 -8.731 -1.237
H38 2.901 -9.033 -2.460
H39 4.392 -9.735 -3.158
H40 3.796 -10.312 -1.579
C20 5.773 -3.493 0.407
N9 5.803 -3.908 1.838
O17 4.794 -3.759 2.506
O18 6.839 -4.378 2.243
H41 4.789 -3.099 0.182
H42 6.544 -2.741 0.272
H43 5.989 -4.376 -0.187
C21 4.660 -14.058 -3.193
N10 4.854 -12.619 -3.520
O19 5.962 -12.148 -3.393
O20 3.875 -12.002 -3.898
H44 5.612 -14.464 -2.875
H45 3.918 -14.114 -2.402
H46 4.297 -14.547 -4.092
C22 0.161 6.144 2.988
N11 1.020 7.184 3.617
O21 0.603 8.319 3.649
O22 2.086 6.804 4.057
H47 -0.757 6.612 2.648
H48 0.724 5.714 2.164
H49 -0.037 5.393 3.748

As for the total charge: +1. Its multiplicity is 1. As for the largest force on an atom: 1.735 eV/A. For the gap between HOMO and LUMO, the calculation gives 0.320 hartree. The LUMO energy is -3.12 eV.

=====

# C4H7NO

C4H7NO in the gas phase at a distorted geometry (wB97M-V/def2-TZVPD, OMol25).

Cartesian coordinates (Å):
C1 -0.790 -1.245 0.041
C2 -0.099 -0.130 -0.739
C3 -0.361 1.278 -0.257
N1 0.578 1.244 1.218
C4 1.435 0.405 0.818
O1 1.327 -0.090 -0.452
H1 -0.234 -2.181 -0.066
H2 -0.834 -0.979 1.099
H3 -1.814 -1.415 -0.313
H4 -0.164 -0.347 -1.819
H5 -0.088 1.959 -1.101
H6 -1.242 1.578 0.266
H7 2.285 -0.078 1.305

Its multiplicity is 1. As for the largest force on an atom: 2.921 eV/A. For the gap between HOMO and LUMO, the calculation gives 0.404 hartree. The LUMO energy is 1.00 eV. As for the SMILES: C[C@H]1CN=CO1. The value obtained for the energy above the lowest of the compared OMol25 structures with the same formula, charge and spin is 54.4 kcal/mol.